Density functional theory data (ωB97M-V/def2-TZVPD) for a structure of composition C26H21BrN2RhS in a non-equilibrium geometry.

```
52
Properties=species:S:1:pos:R:3:forces:R:3:lowdin_charge:R:1
H 3.96160 4.65302 -0.99169 0.1 0.1 0.0 0.129
C -4.69689 -1.92748 2.94301 0.0 -0.5 -0.1 -0.060
C 2.65994 -2.51681 4.58054 0.1 0.0 0.0 -0.072
H 3.55750 -0.87029 1.21161 0.1 0.1 -0.1 0.108
C 1.34508 3.02884 0.42882 0.3 0.0 -0.2 -0.305
C 2.26615 0.52404 -2.00823 -0.5 -0.4 0.0 -0.581
C 3.27836 0.27767 -2.92545 -0.1 0.1 0.0 -0.080
H -0.44021 -2.96443 -1.31969 0.1 0.0 0.0 0.057
C 2.27838 1.70904 -1.21854 0.6 0.4 0.0 -0.236
H 0.22625 2.36703 2.14214 0.0 -0.1 0.1 0.025
C 4.20495 -2.18598 2.77547 0.0 0.0 0.1 -0.074
H 2.15260 5.00344 0.67186 0.0 0.1 0.1 0.121
C 4.32146 1.18440 -3.09904 0.2 0.2 0.0 -0.043
H -1.71249 -5.02054 -0.95876 0.0 -0.1 -0.1 0.109
C -3.33204 -3.04678 1.28784 0.2 0.5 0.0 -0.161
C -1.51908 -1.82757 0.15414 0.8 0.7 -0.3 -0.212
H -4.40430 0.20058 3.13017 0.0 0.1 0.1 0.106
C -4.34122 -3.06873 2.27101 -0.2 0.2 0.1 -0.012
S 0.96743 -0.59340 -1.86969 0.4 -0.1 -0.1 0.813
H 2.40627 -2.96335 5.52952 0.0 -0.1 0.1 0.110
N 1.22817 -0.07965 2.19263 -0.5 0.6 -0.6 0.016
C -2.98543 -4.18460 0.52944 0.3 -0.1 -0.2 -0.011
C 2.09477 -1.04346 2.77079 0.6 -0.6 0.4 -0.308
H 0.50835 0.19619 2.86282 0.3 0.0 -0.2 0.085
H 1.76602 0.73804 1.90290 -0.2 -0.1 0.3 0.078
C -2.62448 -1.83289 1.04053 0.0 -0.3 0.0 -0.252
N 1.36235 1.88470 -0.23495 -0.4 0.0 0.2 0.076
C -1.22926 -2.96470 -0.57765 0.0 0.5 0.3 -0.127
H 5.09161 3.11388 -2.55949 0.1 0.0 -0.1 0.126
Br -2.21055 0.98850 1.27984 -0.6 0.1 0.4 0.843
H 4.60183 -3.40514 4.49331 0.1 -0.1 0.0 0.107
C -4.08401 -0.70548 2.64139 0.4 0.4 -0.3 -0.109
H 0.69381 4.06913 2.16624 0.0 0.0 0.1 0.091
H -0.60431 3.51573 1.11450 -0.1 0.1 0.0 0.077
H 3.24638 -0.63285 -3.50528 0.0 -0.1 0.0 0.112
H 5.15803 -2.38596 2.31335 0.1 0.0 -0.1 0.108
H -5.46173 -1.95689 3.70125 -0.1 0.0 0.1 0.112
C 3.23098 3.88680 -0.78675 -0.2 -0.1 0.1 0.029
C 4.31938 2.37387 -2.40985 -0.1 -0.2 -0.2 0.009
H 0.80779 -1.44969 4.43841 -0.1 0.0 0.1 0.113
C 3.31521 -1.32692 2.16105 -0.4 0.1 0.0 -0.038
H 5.12000 0.95288 -3.78673 0.0 0.0 -0.1 0.118
H -4.82947 -4.00726 2.49012 -0.1 -0.1 0.0 0.120
C 0.36678 3.25131 1.53121 -0.2 0.0 0.0 -0.052
H -3.55838 -5.08899 0.66102 0.0 -0.2 0.1 0.119
C -3.07267 -0.68755 1.71986 -0.1 0.1 0.1 -0.544
C 3.29494 2.66495 -1.48723 -0.5 -0.2 0.3 -0.142
C 2.24202 4.07394 0.13537 0.3 0.0 -0.2 0.005
Rh -0.05657 -0.22165 0.20862 -0.3 -1.0 0.0 0.673
C 3.88935 -2.76880 3.99323 0.0 0.0 0.1 -0.078
C -1.96116 -4.14328 -0.38188 -0.4 -0.3 0.1 -0.065
C 1.75998 -1.66277 3.97091 -0.1 0.3 -0.3 -0.033
```
Forces are in eV/Å.

Properties
* strongest force on any atom: 1.105 eV/Å
* 2S+1: 5
* net charge: +1
* relative energy (zero: lowest compared OMol25 entry of this formula, charge and spin): 17.0 kcal per mole
* frontier orbital gap (alpha / beta): 6.7 / 5.0 eV
* HOMO level (alpha / beta): -10.048 / -10.706 eV


Density functional theory data (ωB97M-V/def2-TZVPD) for a cluster of 5 separate species, C43H85N2O7S2 in total.

```
139
Properties=species:S:1:pos:R:3:forces:R:3:lowdin_charge:R:1
H -4.63496 -3.56140 -8.66616 0.0 0.0 0.0 0.117
H -6.01552 -1.65905 4.63877 0.0 0.0 0.0 0.122
C 5.77060 1.09381 -0.28736 -0.1 -0.1 0.1 -0.227
C -4.09448 1.29483 -1.56696 -0.3 0.0 0.0 -0.213
O -3.56484 0.38134 -3.97990 0.0 0.1 0.1 -0.329
C -5.62277 -1.73058 2.56361 0.1 -0.1 -0.1 -0.153
C -7.87306 4.85186 -3.94818 0.1 0.1 0.1 -0.158
O -2.92717 -2.40284 -8.72016 0.0 0.0 0.0 -0.138
C -3.19448 0.43955 8.39797 0.0 0.0 0.0 -0.201
H 15.41912 -0.06548 -3.12487 0.0 0.0 0.0 0.114
C -2.26430 -3.47967 1.41749 -0.3 0.1 0.6 -0.405
H -0.74294 -5.65104 3.24365 -0.1 0.0 0.1 0.094
C -3.22547 -0.74203 -0.22446 -0.3 -0.5 -0.3 -0.236
H -5.65262 -2.81710 2.44329 0.1 0.0 0.0 0.115
H 2.94459 0.11300 -0.13216 0.1 0.0 -0.1 0.114
C -3.58433 1.16185 9.67982 0.0 0.0 0.0 -0.165
H 5.78785 1.65595 -1.22735 0.1 -0.1 0.0 0.117
C -4.90521 0.12854 4.19837 0.1 -0.2 0.1 -0.069
H -5.63217 1.62597 10.34499 0.0 0.0 0.0 0.115
H -5.97794 5.01161 -4.98184 0.0 0.0 0.0 0.116
H -8.53523 5.51459 -3.38858 0.0 0.0 0.0 0.118
H 12.56907 -0.87576 -3.83853 0.0 0.0 0.0 0.115
H 8.13446 0.26647 -1.01947 0.0 0.1 0.0 0.106
C -7.47020 3.66463 -3.08927 0.0 -0.2 0.0 -0.210
C -5.46460 1.00963 8.25649 0.0 0.0 0.0 -0.202
C -2.63007 -2.07401 1.95555 -0.1 -0.1 0.1 0.001
H -5.58731 1.24336 -3.48809 0.0 0.1 0.0 0.071
H 6.86202 1.22109 1.56081 0.1 0.0 0.0 0.108
H -3.58735 -1.26649 -5.70290 0.0 0.0 0.0 0.076
C -1.30824 2.82822 0.59829 0.2 0.1 0.1 -0.179
C 9.90322 -1.87714 -0.84403 0.0 -0.2 0.0 -0.115
H -3.09301 -0.40540 -8.26495 0.0 0.0 0.0 0.116
H 8.81748 -0.83636 1.69381 -0.1 0.1 0.0 0.111
C 8.20906 0.43686 0.05914 -0.1 0.0 0.2 -0.217
H -3.67115 -4.05638 3.86388 0.0 0.0 0.0 0.076
H -6.59897 6.57737 -4.45196 0.0 0.0 0.0 0.116
H -1.33251 -4.25113 4.17121 0.0 0.0 0.0 0.090
H -3.05055 0.78466 10.55015 0.0 0.0 0.0 0.115
H 7.82758 -2.46059 -0.66233 0.1 0.1 -0.1 0.103
H -3.77778 -1.40292 -0.90447 0.1 0.0 0.0 0.131
C -3.79761 -3.22943 -6.68838 0.0 0.0 0.0 -0.169
C -6.52066 5.52523 -4.18566 0.0 0.0 0.0 -0.160
H -4.21219 1.44595 1.73416 0.1 0.0 0.0 0.072
C -3.54940 -4.75380 3.02212 0.1 -0.1 0.1 -0.066
H -1.02159 2.12666 -1.44330 0.0 0.0 0.1 0.090
S -4.63551 0.39772 -3.02731 -0.1 -0.1 -0.1 0.696
H 7.16319 -1.09117 1.15482 0.1 -0.1 0.1 0.102
C -1.76828 -0.74446 -0.69789 -0.1 0.1 0.0 -0.181
H -4.85503 -1.35955 -6.93025 0.0 0.0 0.0 0.116
C 2.04111 2.05080 0.09886 0.0 -0.1 0.1 -0.210
C -5.09039 0.91119 9.72845 0.0 0.0 0.0 -0.165
H -4.80400 2.12715 -1.47467 0.1 0.0 -0.1 0.100
H 10.74524 -1.60663 -0.20241 0.0 0.1 0.0 0.064
H 13.33538 0.70941 -4.05077 0.0 0.0 0.0 0.116
H -1.84078 -1.28396 -7.36940 0.0 0.0 0.0 0.117
C -3.65479 -3.50552 -8.18027 0.0 0.0 0.0 -0.206
H 13.86391 -2.35209 -1.83143 0.0 0.0 0.0 0.112
C 14.42469 -1.41763 -1.75977 0.0 0.0 0.0 -0.168
C 4.50302 1.47538 0.47242 0.0 0.1 -0.1 -0.226
C 3.22010 1.15998 -0.30165 0.0 0.0 0.2 -0.222
H -4.04977 0.45384 3.59845 -0.1 0.0 0.0 0.060
H 2.14254 3.02258 -0.39360 0.0 0.0 0.0 0.113
H -1.61019 0.75028 1.19063 -0.1 0.1 0.1 0.075
C 14.62961 -0.81910 -3.15031 0.0 0.0 0.0 -0.169
H -2.13238 1.94061 2.34828 0.0 -0.1 0.0 0.116
H 5.71101 0.03309 -0.56324 0.0 0.0 0.0 0.115
H -2.99227 -2.10801 2.97586 -0.1 0.0 0.0 0.105
H -1.93233 -1.10696 -2.83365 0.0 0.0 0.0 0.063
H 14.88476 -1.55541 -3.91093 0.0 0.0 0.0 0.111
H -3.56655 -5.76102 3.43881 0.0 0.0 0.0 0.102
H -6.64339 -1.36833 2.42724 0.0 -0.1 0.0 0.111
H -6.32754 0.39760 7.99075 0.0 0.0 0.0 0.116
C -3.59761 1.61540 0.85387 0.1 0.1 -0.1 -0.153
H -4.33764 -1.94606 4.33306 0.0 0.0 -0.1 0.081
O -4.32533 0.54035 7.52395 0.0 0.0 0.0 -0.177
H 10.18508 -2.79037 -1.37386 0.0 0.0 0.0 0.072
H -3.89285 2.60265 0.48756 -0.1 -0.1 0.0 0.120
H -1.50512 0.28445 -0.95024 0.1 -0.2 0.2 0.076
H 8.85208 -2.93883 0.67804 -0.1 0.0 -0.1 0.101
N -3.57689 -1.33169 1.12593 0.0 0.2 0.1 0.016
C -3.85210 -1.70251 -6.66293 0.0 0.0 0.0 -0.172
H -2.32951 0.88176 7.90216 0.0 0.0 0.0 0.116
C 8.18472 -0.90773 0.80365 0.0 0.0 -0.2 -0.222
H 4.48868 0.94327 1.42975 0.0 0.1 0.0 0.115
H -5.77621 0.73575 3.94292 0.1 0.0 0.0 0.092
H -3.38141 2.23065 9.59108 0.0 0.0 0.0 0.116
H -0.30756 -4.02280 2.74606 0.0 -0.1 -0.1 0.096
O -1.87179 -3.56799 0.30108 0.3 -0.1 -0.9 0.172
H 7.35234 2.40306 0.36388 -0.1 0.0 0.0 0.110
C -2.86128 -1.34624 -7.76392 0.0 0.0 0.0 -0.205
H 0.37533 0.79545 0.58277 0.0 -0.1 -0.1 0.099
C -5.82323 5.31061 -2.84880 0.0 0.1 0.0 -0.194
H -1.69405 -1.51159 1.96207 0.0 0.0 0.1 0.137
O -5.30626 -0.81316 -2.63619 0.1 0.1 0.0 -0.351
H -4.73830 5.24460 -2.93733 0.0 0.0 0.0 0.116
C 13.27702 -0.16368 -3.39997 0.0 0.0 0.0 -0.207
O -6.31939 4.06355 -2.33562 0.1 -0.1 0.0 -0.173
H -4.38934 -4.66656 2.33267 0.0 0.0 0.0 0.090
H 3.41104 1.26684 -1.37463 -0.1 0.0 0.0 0.117
C -1.55514 -1.60951 -1.94234 -0.1 0.0 -0.1 -0.057
N -2.30005 -4.58224 2.29735 0.0 0.3 0.2 -0.170
C -1.11242 -4.62874 3.16519 0.1 -0.1 -0.1 -0.043
C 13.57942 -0.34267 -1.08892 0.0 0.0 0.0 -0.210
H 9.77908 -1.09874 -1.59693 0.0 0.0 0.1 0.066
H -2.91496 -3.58351 -6.15085 0.0 0.0 0.0 0.112
H -5.67084 2.04531 7.96837 0.0 0.0 0.0 0.119
H 12.91112 -0.74136 -0.32460 0.0 0.0 0.0 0.099
H -0.65820 3.27469 1.35712 0.0 0.0 0.0 0.118
S -5.65988 -0.11538 0.33824 0.1 0.3 0.0 1.190
H -3.11011 -4.42458 -8.39871 0.0 0.0 0.0 0.117
H -4.67539 -3.70748 -6.25532 0.0 0.0 0.0 0.110
C -4.01300 0.57225 -0.22544 0.1 0.0 0.1 -0.548
O 12.79211 0.24989 -2.12186 0.0 0.0 0.0 -0.148
H -7.19215 2.80974 -3.71959 -0.1 0.0 0.0 0.098
H -0.49110 -1.79195 -2.09164 0.0 0.0 0.0 0.088
H -2.05634 -2.57209 -1.85609 0.1 0.0 0.0 0.073
H -6.06597 6.10646 -2.13894 0.0 0.0 0.0 0.120
H 0.06738 3.37194 -0.92148 -0.1 0.0 -0.1 0.112
H -2.98422 -0.61811 8.58768 0.0 0.0 0.0 0.117
H -4.65111 0.30336 5.24398 0.0 0.1 0.0 0.061
H 15.35228 -1.61620 -1.22512 0.0 0.0 0.0 0.111
H 9.15997 0.94121 0.24092 0.0 -0.1 -0.1 0.112
H -5.29532 -0.09173 10.10754 0.0 0.0 0.0 0.116
H -1.09848 -1.07150 0.09676 0.0 0.1 -0.1 0.098
C 7.06147 1.35667 0.49138 0.0 0.1 0.0 -0.221
H -3.12456 1.72609 -1.82474 0.0 -0.1 0.0 0.107
C -0.41742 2.45040 -0.58715 -0.1 0.1 0.0 -0.203
H 0.82677 0.76420 -1.11402 0.0 0.0 0.0 0.112
H -8.38060 4.55563 -4.86387 0.0 0.0 0.0 0.117
C -5.18767 -1.35538 3.99420 -0.1 0.1 0.0 -0.227
H 4.53066 2.54722 0.70166 0.0 0.0 0.0 0.117
H -8.25264 3.34355 -2.40102 0.0 0.0 0.0 0.120
H 2.10480 2.24073 1.17574 -0.1 0.1 0.0 0.115
C -2.12024 1.71188 1.27998 0.0 0.1 0.1 -0.165
H 14.20775 0.42851 -0.63059 0.0 0.0 0.0 0.118
H -1.99694 3.62520 0.29912 0.0 0.0 0.0 0.113
C 0.68043 1.42891 -0.25689 0.2 0.1 -0.1 -0.211
C -4.83833 -1.14639 1.42158 0.1 0.0 0.1 -0.472
C 8.64365 -2.11966 -0.01700 0.1 0.1 0.1 -0.264
```
Forces are in eV/Å.

Properties
* strongest force on any atom: 0.942 eV/Å
* net charge: +1
* relative energy (zero: lowest compared OMol25 entry of this formula, charge and spin): 0.0 kcal per mole
* frontier orbital gap: 7.2 eV
* HOMO level: -10.335 eV